Record 1
Molecular formula: C5H14AlCaClO3S
Method: DFT, ωB97M-V/def2-TZVPD

Calculated values
HOMO-LUMO gap = 0.119 hartree
F_max = 0.067 hartree/bohr
Electronic energy = -59947.176 eV
HOMO energy = 0.990 eV
Charge = -2

Last column: Mulliken charge in e.
Atoms and positions in Å:
Al1 0.2317 -0.2487 0.6983  0.150
Cl1 0.5751 1.9546 -0.2226  -0.558
C1 -1.5168 -0.9603 0.0237  -0.980
H1 -1.4790 -1.9753 0.4748  0.189
H2 -1.6264 -1.1278 -1.0688  0.355
H3 -2.4589 -0.5080 0.3574  0.255
Ca1 0.3151 0.3654 -2.1677  0.799
C2 -1.6361 1.1475 -3.3534  -1.297
C3 2.2873 1.5177 -3.0514  -1.185
C4 0.8007 -1.5608 -0.6009  -1.172
H4 2.9940 1.3391 -2.2278  0.195
H5 2.7397 1.2186 -4.0052  0.234
H6 2.0490 2.5880 -3.0778  0.209
H7 -2.4859 0.5898 -2.9281  0.235
H8 -1.7444 2.2212 -3.1506  0.182
H9 -1.5625 0.9743 -4.4415  0.217
H10 0.2557 -2.4360 -1.0315  0.234
H11 1.8586 -1.8670 -0.6561  0.093
C5 -0.2977 -0.9394 4.4848  -0.867
S1 0.3855 0.1474 3.2306  1.323
O1 -0.6998 0.5904 2.2281  -0.492
O2 1.0672 1.2213 3.9038  -0.628
O3 1.2612 -0.7063 2.2904  -0.380
H12 -0.8606 -0.3955 5.2661  0.304
H13 0.5132 -1.4690 5.0084  0.293
H14 -0.9659 -1.6813 4.0168  0.293

***

Record 2
Molecular formula: C5H14AsCl2O
Method: DFT, ωB97M-V/def2-TZVPD

Calculated values
HOMO-LUMO gap = 0.264 hartree
F_max = 0.003 hartree/bohr
Electronic energy = -93340.669 eV
HOMO energy = -3.746 eV
Charge = -1

Last column: Mulliken charge in e.
Atoms and positions in Å:
C1 2.9877 0.9115 -0.3807  -1.060
C2 1.8446 0.7878 0.6376  -0.089
O1 1.4753 -0.5245 0.8982  -0.623
As1 0.3798 -1.4304 -0.4021  -0.259
C3 -1.4222 -1.0502 0.6978  -0.824
Cl1 -1.2109 -0.4097 2.3887  -0.238
C4 -2.5055 -0.1534 0.1019  0.190
C5 -2.0938 1.2897 -0.1564  -1.216
Cl2 -3.1286 -0.8884 -1.4438  -0.250
H1 3.5725 1.8226 -0.2116  0.406
H2 3.6491 0.0497 -0.2697  0.250
H3 2.6252 0.9249 -1.4092  0.230
H4 2.1504 1.2511 1.5869  0.335
H5 0.9878 1.3824 0.2662  0.037
H6 0.1937 -0.0474 -1.1377  0.005
H7 1.6638 -1.7783 -1.2527  0.113
H8 0.5676 -2.6654 0.5316  0.052
H9 -0.5472 -2.1964 -1.4032  0.139
H10 -1.8430 -2.0444 0.8606  0.476
H11 -3.3849 -0.1807 0.7442  0.413
H12 -1.6758 1.4026 -1.1537  0.357
H13 -2.9513 1.9578 -0.0587  0.347
H14 -1.3343 1.5889 0.5659  0.210

***

Record 3
Molecular formula: C5H14BN2
Method: DFT, ωB97M-V/def2-TZVPD

Calculated values
SMILES = NB1CCCC[C@H]1[NH3+]
HOMO-LUMO gap = 0.372 hartree
F_max = 0.099 hartree/bohr
Energy above the lowest of the compared OMol25 structures with the same formula, charge and spin = 35.7 kJ/mol
Electronic energy = -9062.107 eV
HOMO energy = -13.726 eV
Charge = +1

Last column: Mulliken charge in e.
Atoms and positions in Å:
N1 1.4439 -1.9719 -0.1163  -0.350
B1 0.2867 -1.1634 -0.1198  0.182
C1 -1.1591 -1.5043 0.0209  -0.660
C2 -2.0812 -0.1434 0.4047  -0.640
C3 -1.5130 1.0521 -0.3536  -0.690
C4 -0.2642 1.5204 0.2480  -0.447
C5 0.8729 0.6440 -0.4070  -0.883
N2 2.1672 0.9009 0.2095  -0.209
H1 1.4157 -3.0300 -0.0870  0.227
H2 2.4537 -1.7443 0.0594  0.156
H3 -1.5731 -1.6650 -0.9694  0.363
H4 -1.4943 -2.3950 0.6096  0.390
H5 -3.1056 -0.4371 0.1182  0.321
H6 -2.0583 0.0338 1.4859  0.345
H7 -1.2317 0.6926 -1.3182  0.333
H8 -2.1557 1.8914 -0.5396  0.364
H9 -0.0215 2.5247 -0.0605  0.415
H10 -0.3313 1.4320 1.3204  0.388
H11 0.9567 0.7051 -1.4672  0.325
H12 2.0821 0.5213 1.1185  0.358
H13 2.5505 1.9150 0.1816  0.362
H14 2.7598 0.2211 -0.3381  0.350

***

Record 4
Molecular formula: C5H14BrN2
Method: DFT, ωB97M-V/def2-TZVPD

Calculated values
HOMO-LUMO gap (alpha / beta) = 0.297 / 0.312 hartree
F_max = 0.128 hartree/bohr
Energy above the lowest of the compared OMol25 structures with the same formula, charge and spin = 162.9 kJ/mol
Electronic energy = -78424.039 eV
HOMO energy (alpha / beta) = -11.683 / -11.916 eV
Charge = +1

Last column: Mulliken charge in e.
Atoms and positions in Å:
C1 0.7766 2.3358 1.0537  -1.327
C2 -1.4844 1.8506 0.1201  -1.521
C3 0.0367 -2.6326 -1.4589  -0.911
C4 0.6801 -0.5264 -0.5791  -0.574
C5 -0.3109 1.3267 0.8664  0.854
N1 1.5870 -1.1079 0.3674  -0.438
N2 -0.4457 -1.4132 -0.7333  -0.192
Br1 -0.7818 0.1054 2.2871  -0.136
H1 1.7197 1.9224 0.7840  0.299
H2 0.8086 2.6237 2.0938  0.399
H3 0.6089 3.2377 0.6445  0.444
H4 -2.4637 1.1534 0.2496  0.331
H5 -1.4194 1.9391 -0.8628  0.422
H6 -1.8387 2.7552 0.4702  0.479
H7 -0.7594 -3.3593 -1.3058  0.414
H8 0.0270 -2.4361 -2.4502  0.369
H9 0.9610 -2.9432 -0.9916  0.351
H10 0.9981 -0.1067 -1.4259  0.494
H11 1.1248 -1.6244 1.0563  0.232
H12 2.3052 -0.5895 0.8120  0.263
H13 -1.2945 -0.8951 -1.1156  0.365
H14 -0.8352 -1.6156 0.1179  0.382

***

Record 5
Molecular formula: C5H14F15O22S5Zn
Method: DFT, ωB97M-V/def2-TZVPD

Calculated values
HOMO-LUMO gap = 0.261 hartree
F_max = 0.043 hartree/bohr
Energy above the lowest of the compared OMol25 structures with the same formula, charge and spin = 0.0 kJ/mol
Electronic energy = -193819.070 eV
HOMO energy = -2.377 eV
Charge = -3

Last column: Mulliken charge in e.
Atoms and positions in Å:
Zn1 -2.5593 1.1508 0.2347  1.209
C1 0.9766 -1.8335 1.4065  0.302
F1 2.2168 -1.9533 1.8563  -0.148
F2 0.8463 -2.5678 0.3138  -0.210
F3 0.1002 -2.3277 2.2976  -0.257
S1 0.6130 -0.0041 0.9967  0.603
O1 -0.8212 0.1091 0.6533  0.010
O2 0.8766 0.6737 2.2532  -1.000
O3 1.4930 0.3887 -0.0903  -0.399
C2 4.2057 -1.7122 -1.2774  0.490
F4 4.0974 -0.4514 -0.8761  -0.149
F5 3.2790 -2.4332 -0.6577  -0.185
F6 4.0276 -1.7262 -2.5998  -0.259
S2 5.9590 -2.4596 -0.9381  1.201
O4 6.7651 -1.2817 -0.6328  -0.693
O5 5.8435 -3.4036 0.1739  -0.688
O6 6.3508 -3.0725 -2.2193  -0.719
C3 -4.5663 -2.6515 -0.1765  0.503
F7 -5.6816 -2.2823 0.4876  -0.260
F8 -3.5748 -2.6913 0.7216  -0.207
F9 -4.7063 -3.8712 -0.6531  -0.226
S3 -4.1937 -1.3766 -1.5133  1.046
O7 -5.4852 -0.9048 -2.0066  -0.710
O8 -3.4523 -0.3903 -0.7167  -0.404
O9 -3.3990 -2.1268 -2.4485  -0.663
C4 -2.4625 5.4000 1.0081  0.558
F10 -2.9813 5.6763 2.1885  -0.238
F11 -3.3920 4.9180 0.1770  -0.222
F12 -2.0131 6.5119 0.4459  -0.235
S4 -1.0894 4.1066 1.1243  0.950
O10 -0.5358 4.2596 2.4543  -0.664
O11 -1.8049 2.8112 0.9558  -0.617
O12 -0.1981 4.3702 0.0098  -0.676
C5 -1.6866 3.6699 -3.4766  0.499
F13 -0.4742 3.9413 -3.0779  -0.201
F14 -2.4962 4.5066 -2.8395  -0.243
F15 -1.8093 3.8299 -4.7910  -0.223
S5 -2.1531 1.8647 -3.1158  1.205
O13 -3.5296 1.7113 -3.5402  -0.704
O14 -1.2131 1.0517 -3.8311  -0.865
O15 -2.0242 1.6797 -1.6570  -0.098
O16 1.5714 1.7775 4.5587  -0.715
H1 1.2411 1.2895 3.7602  0.682
H2 2.4411 1.4027 4.7220  0.275
O17 2.4351 2.5131 -1.7185  -0.710
H3 1.9555 2.8730 -0.9615  0.307
H4 2.5432 1.5809 -1.5048  0.429
O18 -1.4848 -4.8458 1.8859  -0.684
H5 -2.3602 -4.4636 1.9981  0.290
H6 -0.9167 -4.0899 1.6913  0.360
O19 0.3821 -1.2574 -3.2804  -0.612
H7 1.2631 -1.0750 -2.9501  0.305
H8 0.0648 -0.3990 -3.6019  0.401
O20 4.9177 -0.2651 2.1093  -0.641
H9 4.0449 -0.6730 2.1165  0.323
H10 5.5303 -1.0007 2.2231  0.295
O21 2.3996 -5.3928 2.1155  -0.652
H11 3.3562 -5.4891 2.1689  0.315
H12 2.2495 -4.9833 1.2547  0.335
O22 -3.4055 0.6188 2.0138  -0.234
H13 -3.3222 -0.2170 2.4875  0.249
H14 -4.2534 0.9863 2.2879  0.269

***

Record 6
Molecular formula: C5H14FN2
Method: DFT, ωB97M-V/def2-TZVPD

Calculated values
HOMO-LUMO gap = 0.320 hartree
F_max = 0.093 hartree/bohr
Energy above the lowest of the compared OMol25 structures with the same formula, charge and spin = 74.8 kJ/mol
Electronic energy = -11101.465 eV
HOMO energy = -12.399 eV
Charge = +1

Last column: Mulliken charge in e.
Atoms and positions in Å:
C1 -2.0049 2.4348 0.9439  -1.177
C2 -1.8842 1.1064 -1.9506  -0.978
C3 -2.1073 0.9777 0.5910  -0.061
C4 -1.9640 0.3813 -0.5597  -0.491
C5 1.2495 -0.5662 0.6746  0.244
N1 2.1096 -0.6716 -0.2572  -0.418
N2 3.4800 -2.8114 0.3975  -0.676
F1 1.2423 -1.5563 1.5754  -0.220
H1 -1.3368 2.4462 1.7825  0.322
H2 -2.9563 2.7639 1.2877  0.343
H3 -1.7151 3.1015 0.1584  0.346
H4 -2.7630 0.9935 -2.5938  0.292
H5 -1.5656 2.2206 -1.9156  0.246
H6 -1.0971 0.5484 -2.4024  0.283
H7 -2.3558 0.3720 1.5002  0.361
H8 -2.2955 -0.5618 -0.6032  0.558
H9 0.3927 0.1013 0.8066  0.385
H10 2.8101 -1.8795 -0.1304  0.421
H11 2.0705 -0.1933 -1.0923  0.206
H12 3.9712 -2.4985 1.2305  0.334
H13 4.1025 -3.4561 -0.1446  0.316
H14 2.6173 -3.2527 0.7015  0.366

***

> Among the records above, which one has the highest F_max?

C5H14BrN2

***

> Among the records above, which one has the lowest F_max?

C5H14AsCl2O

***

> F_max of number 6 (C5H14FN2)?

0.093 hartree/bohr